[1]
{"formula": "C29H65O16P", "method": "the ωB97M-V functional and the def2-TZVPD basis", "species": ["C", "O", "P", "O", "O", "C", "O", "C", "H", "H", "H", "H", "H", "H", "H", "H", "H", "O", "C", "C", "C", "C", "O", "C", "C", "H", "H", "H", "H", "H", "H", "C", "O", "C", "C", "O", "C", "H", "H", "H", "H", "H", "H", "H", "H", "H", "H", "C", "O", "C", "C", "O", "C", "H", "H", "H", "H", "H", "H", "H", "H", "H", "H", "C", "O", "C", "C", "O", "C", "H", "H", "H", "H", "H", "H", "H", "H", "H", "H", "C", "O", "C", "C", "O", "C", "H", "H", "H", "H", "H", "H", "H", "H", "H", "H", "C", "O", "C", "C", "O", "C", "H", "H", "H", "H", "H", "H", "H", "H", "H", "H"], "positions_angstrom": [[3.99890, -0.93116, -5.33232], [3.30829, 0.16194, -4.73233], [3.74960, 1.74169, -4.90109], [3.23106, 2.65806, -3.83975], [5.37053, 1.80544, -5.25290], [6.14612, 2.79016, -4.51061], [3.01825, 1.97665, -6.31853], [2.75272, 3.34002, -6.68779], [4.89203, -0.62936, -5.87944], [3.28165, -1.24431, -6.09101], [4.14914, -1.75730, -4.63733], [7.15283, 2.56948, -4.15576], [5.57431, 3.22160, -3.68903], [6.23991, 3.66559, -5.15321], [3.13724, 4.15035, -6.06843], [1.67413, 3.47600, -6.60871], [3.11830, 3.52222, -7.69836], [1.44249, 1.86301, -1.68444], [1.12567, 0.63614, -1.16963], [1.70938, -0.47548, -1.70107], [1.30394, -1.77119, -1.40681], [0.26308, -1.97560, -0.48171], [-0.18270, -3.21341, -0.30472], [-0.16294, -0.86403, 0.26972], [0.22746, 0.44970, -0.10670], [1.80063, 1.95661, -2.57020], [2.50357, -0.31832, -2.41589], [1.76748, -2.65697, -1.81536], [-0.98321, -3.14528, 0.22076], [-0.79775, -0.92474, 1.14135], [-0.14547, 1.32343, 0.40704], [1.90051, 0.17956, 3.53383], [3.22525, 0.23760, 3.96224], [3.66946, 1.64842, 4.26827], [4.49031, 2.03185, 3.08678], [4.66900, 3.35795, 3.12227], [5.27577, 4.03140, 2.02342], [1.15508, 0.44645, 4.28297], [1.72683, -0.80336, 3.09588], [1.76234, 0.82169, 2.66394], [4.21802, 1.34555, 5.16015], [2.71627, 2.08753, 4.56275], [4.04610, 1.73260, 2.13745], [5.45492, 1.52831, 3.15063], [4.90295, 3.76717, 1.03382], [6.33393, 3.77786, 2.08751], [5.21622, 5.09735, 2.24319], [0.43485, -6.46137, -1.08484], [1.12114, -6.88030, 0.03681], [0.58190, -6.42351, 1.29226], [1.48473, -6.73299, 2.49398], [0.83243, -7.53332, 3.43873], [0.64466, -8.92662, 3.12056], [0.47496, -7.14225, -1.93507], [0.88705, -5.58483, -1.54882], [-0.60461, -6.28830, -0.80613], [-0.37574, -6.93286, 1.39994], [0.49626, -5.34116, 1.19584], [1.63232, -5.79823, 3.03485], [2.50846, -7.05128, 2.29702], [1.42302, -9.53018, 3.58743], [0.59578, -9.19461, 2.06514], [-0.32621, -9.15444, 3.56057], [-3.89635, 0.55422, -0.90972], [-4.88771, 0.63750, 0.10971], [-6.21622, 0.83966, -0.41161], [-7.20026, 1.20509, 0.79020], [-8.01765, 0.10764, 1.18643], [-7.16185, -0.69847, 2.06194], [-4.17191, 1.07227, -1.82830], [-3.71781, -0.48470, -1.18698], [-2.98565, 0.79985, -0.36346], [-6.62263, -0.08720, -0.81640], [-6.28760, 1.57432, -1.21367], [-8.01439, 1.76766, 0.33326], [-6.70057, 1.73994, 1.59788], [-7.75531, -1.45105, 2.58111], [-6.78682, -0.25395, 2.98382], [-6.38401, -1.25413, 1.53821], [-2.48146, -0.05876, 3.46811], [-2.48777, -1.20805, 2.72088], [-1.91702, -2.40406, 3.19114], [-2.78604, -3.58209, 2.57182], [-2.73049, -3.67344, 1.14779], [-3.68988, -2.79032, 0.55548], [-3.42554, 0.43259, 3.23280], [-1.70697, 0.66827, 3.22380], [-2.33258, -0.20265, 4.53827], [-2.01179, -2.64231, 4.25056], [-0.82820, -2.42775, 3.14651], [-3.83214, -3.44601, 2.84618], [-2.36842, -4.55300, 2.83830], [-3.62890, -2.67801, -0.52700], [-3.78516, -1.83483, 1.07128], [-4.66750, -3.25757, 0.67400], [-1.01491, 5.83014, 1.30445], [-2.09008, 6.38173, 0.48078], [-2.17086, 5.72764, -0.86288], [-1.11223, 6.17900, -1.82041], [0.07452, 5.38082, -1.42857], [0.94646, 4.92943, -2.42853], [-0.79480, 4.82896, 0.93390], [-1.17152, 5.69793, 2.37501], [-0.07186, 6.34407, 1.11839], [-3.07171, 6.16931, -1.28890], [-2.15449, 4.64331, -0.75292], [-0.97681, 7.23670, -1.59450], [-1.35253, 6.02119, -2.87181], [0.97308, 5.76848, -3.12379], [0.39830, 4.13861, -2.94059], [1.83547, 4.59945, -1.89107]], "de_lowest_ev": 3.5906, "molar_mass_g_mol": 700.80, "homo_lumo_gap_ev": 7.95, "energy_ev": -73167.5132, "total_charge": 0}



[2]
{"formula": "C29H66BBr3ClO8S", "method": "the ωB97M-V functional and the def2-TZVPD basis", "species": ["C", "C", "C", "C", "C", "C", "C", "Br", "O", "B", "Cl", "C", "Br", "C", "C", "Br", "O", "C", "S", "H", "H", "H", "H", "H", "H", "H", "H", "H", "H", "H", "H", "H", "H", "H", "H", "H", "H", "C", "C", "C", "O", "H", "H", "H", "H", "H", "H", "H", "H", "C", "C", "C", "O", "H", "H", "H", "H", "H", "H", "H", "H", "C", "C", "C", "O", "H", "H", "H", "H", "H", "H", "H", "H", "C", "C", "C", "O", "H", "H", "H", "H", "H", "H", "H", "H", "C", "C", "C", "O", "H", "H", "H", "H", "H", "H", "H", "H", "C", "C", "C", "O", "H", "H", "H", "H", "H", "H", "H", "H"], "positions_angstrom": [[-1.80546, 5.24174, -2.78226], [-3.40247, 5.26003, -3.16877], [-4.31212, 4.13383, -2.39893], [-4.04646, 4.00754, -0.78618], [-4.09469, 2.39803, -0.39134], [-3.03287, 1.96466, 0.78094], [-1.45068, 2.10356, 0.37218], [-0.60728, 3.58863, 1.45887], [-1.03464, 1.98231, -1.03395], [-0.85604, 0.57169, -1.49394], [-2.10105, 0.25285, -2.84509], [0.58417, 0.12150, -2.15061], [1.50851, -1.50467, -1.35908], [1.26789, 0.77898, -3.29921], [0.62240, 2.09646, -4.03268], [3.02942, 0.09595, -4.05955], [-1.01143, -0.16568, -0.19011], [-0.65053, 0.74869, 0.93935], [-0.98854, 0.18392, 2.69488], [-1.11991, 5.68134, -3.63268], [-1.64988, 5.83332, -1.75723], [-1.54475, 4.11027, -2.51404], [-3.45971, 4.99246, -4.33088], [-3.83491, 6.36564, -3.09564], [-5.44787, 4.47909, -2.52127], [-4.23262, 3.11259, -2.99085], [-4.93707, 4.53416, -0.22802], [-3.06078, 4.50668, -0.40092], [-4.03726, 1.69266, -1.34438], [-5.18111, 2.22214, 0.06283], [-3.28273, 0.83101, 1.05556], [-3.23405, 2.57459, 1.77209], [-0.00748, 2.79606, -3.33576], [1.52717, 2.76463, -4.43080], [-0.02318, 1.83496, -4.99837], [0.50247, 1.03121, 0.94541], [0.03096, 0.68828, 3.54800], [4.81139, -4.65011, -5.73198], [4.26731, -3.74769, -6.82795], [5.10511, -2.48754, -6.97517], [2.92319, -3.38774, -6.51929], [4.79494, -4.14163, -4.76143], [4.19145, -5.54705, -5.62896], [5.83933, -4.95761, -5.94795], [4.25077, -4.29183, -7.77849], [5.09907, -1.90238, -6.04870], [4.69465, -1.84194, -7.75898], [6.14186, -2.73021, -7.22838], [2.92813, -2.90393, -5.67665], [-6.23099, 2.26155, 4.19172], [-6.25626, 2.95014, 2.83645], [-7.35756, 3.99600, 2.76656], [-6.46389, 1.97684, 1.81612], [-7.17623, 1.74200, 4.38504], [-5.44167, 1.50300, 4.22327], [-6.05711, 2.98183, 4.99722], [-5.28683, 3.42313, 2.64571], [-8.34274, 3.53794, 2.90935], [-7.37174, 4.47464, 1.78151], [-7.21745, 4.76825, 3.52935], [-7.32260, 1.55168, 1.97737], [4.16461, 1.75062, 1.05150], [4.03626, 2.55331, 2.33632], [3.52431, 1.69153, 3.47947], [3.13899, 3.64062, 2.12612], [3.19261, 1.35236, 0.73944], [4.52218, 2.38647, 0.23464], [4.86083, 0.91536, 1.17583], [5.00970, 2.97872, 2.60342], [2.52961, 1.29116, 3.25350], [3.42523, 2.28528, 4.39450], [4.20134, 0.85448, 3.67656], [2.27179, 3.27230, 1.88853], [0.87833, -7.21269, -1.96778], [1.50510, -6.19424, -1.02892], [0.52027, -5.09370, -0.66771], [2.64925, -5.61775, -1.65348], [0.56900, -6.74123, -2.90737], [1.60227, -7.99187, -2.22896], [0.00410, -7.68594, -1.50995], [1.84731, -6.69576, -0.11718], [0.19824, -4.54712, -1.56120], [0.98885, -4.36144, -0.00147], [-0.36470, -5.50344, -0.17092], [2.35491, -5.17007, -2.46409], [-3.59774, -0.20371, 8.12829], [-4.14181, 0.69871, 7.03232], [-3.30402, 1.95886, 6.88510], [-5.48594, 1.05866, 7.34098], [-3.61418, 0.30477, 9.09884], [-4.21767, -1.10065, 8.23131], [-2.56979, -0.51121, 7.91232], [-4.15835, 0.15457, 6.08178], [-3.31005, 2.54402, 7.81157], [-3.71447, 2.60446, 6.10129], [-2.26727, 1.71619, 6.63189], [-5.48099, 1.54247, 8.18362], [7.06979, -4.78675, 0.24063], [7.04452, -4.09816, -1.11464], [5.94323, -3.05230, -1.18453], [6.83689, -5.07146, -2.13497], [6.12455, -5.30630, 0.43395], [7.85911, -5.54530, 0.27218], [7.24367, -4.06647, 1.04613], [8.01395, -3.62517, -1.30538], [4.95804, -3.51036, -1.04174], [5.92905, -2.57366, -2.16958], [6.08333, -2.28005, -0.42174], [5.97818, -5.49662, -1.97372]], "molar_mass_g_mol": 860.88, "homo_lumo_gap_ev": 7.87, "energy_ev": -281684.6731, "total_charge": -1}



The records above yield max |F| values of 4.73; 6.17 eV/A, respectively.
The records above yield HOMO level values of -7.49; -5.74 eV, respectively.